A cluster of 17 separate species, C58H162N12O17 in total in a non-equilibrium geometry. Source: the OMol25 dataset; level of theory: ωB97M-V/def2-TZVPD.

Properties
Gap between HOMO and LUMO = 9.09 eV
E_HOMO = -9.0 eV
Calculated total energy = -4242.63343 hartree
2S+1 = 1
Net charge = 0

Last column: Löwdin charge in e.
Positions of all 249 atoms, in Å:
C 5.933 -7.140 0.678  -0.07
C 7.125 -8.038 1.025  -0.44
C 6.678 -9.312 1.818  -0.18
O 7.829 -10.031 2.306  -0.20
C 7.487 -11.222 3.023  -0.11
N 7.907 -8.304 -0.176  0.03
H 6.221 -6.159 0.301  0.07
H 5.226 -7.113 1.508  0.07
H 5.337 -7.608 -0.105  0.07
H 7.721 -7.418 1.695  0.13
H 6.061 -9.958 1.192  0.12
H 6.111 -8.945 2.673  0.12
H 6.720 -11.046 3.777  0.08
H 8.313 -11.605 3.623  0.08
H 7.196 -11.942 2.258  0.09
H 8.769 -8.797 0.006  0.07
H 8.237 -7.400 -0.482  0.06
C 5.692 -7.076 11.000  -0.05
C 4.498 -7.705 10.285  -0.48
C 4.656 -8.067 8.829  -0.21
O 4.738 -7.027 7.862  -0.16
C 3.613 -6.183 7.680  -0.11
N 4.046 -8.845 11.049  0.04
H 5.432 -6.719 11.996  0.08
H 5.991 -6.278 10.319  0.08
H 6.529 -7.751 11.175  0.08
H 3.701 -6.966 10.362  0.12
H 3.873 -8.760 8.519  0.12
H 5.500 -8.757 8.810  0.13
H 3.092 -5.920 8.601  0.07
H 2.863 -6.583 6.998  0.08
H 3.785 -5.177 7.296  0.08
H 4.825 -9.469 11.207  0.07
H 3.395 -9.365 10.477  0.06
C 3.095 7.201 -7.950  -0.07
C 1.714 6.889 -8.503  -0.42
C 1.642 5.762 -9.625  -0.20
O 2.184 6.205 -10.861  -0.20
C 2.284 5.179 -11.857  -0.10
N 0.974 6.458 -7.335  0.02
H 3.029 7.943 -7.154  0.08
H 3.769 7.601 -8.708  0.07
H 3.616 6.277 -7.698  0.08
H 1.280 7.756 -9.002  0.13
H 0.612 5.455 -9.811  0.12
H 2.211 4.922 -9.225  0.12
H 2.579 5.603 -12.817  0.09
H 1.285 4.756 -11.969  0.08
H 2.978 4.393 -11.559  0.08
H 0.178 5.897 -7.603  0.06
H 1.505 5.818 -6.761  0.07
C -4.242 10.309 -4.504  -0.07
C -3.381 10.425 -3.234  -0.41
C -3.581 9.185 -2.279  -0.17
O -4.939 9.097 -1.798  -0.20
C -5.257 9.968 -0.702  -0.12
N -1.942 10.469 -3.626  0.02
H -3.783 9.488 -5.055  0.07
H -3.985 11.135 -5.167  0.07
H -5.291 10.120 -4.277  0.08
H -3.711 11.350 -2.759  0.12
H -2.935 9.195 -1.401  0.12
H -3.361 8.303 -2.880  0.12
H -4.743 10.922 -0.579  0.08
H -5.145 9.443 0.247  0.08
H -6.292 10.309 -0.691  0.08
H -1.717 11.312 -4.135  0.06
H -1.838 9.714 -4.289  0.06
C -1.106 -9.939 -3.761  -0.08
C -1.208 -10.617 -2.395  -0.42
C -0.306 -9.861 -1.384  -0.21
O -0.309 -10.477 -0.115  -0.19
C 0.332 -9.701 0.828  -0.15
N -2.640 -10.627 -1.968  0.05
H -0.115 -9.982 -4.214  0.07
H -1.417 -8.897 -3.693  0.08
H -1.692 -10.548 -4.449  0.07
H -0.740 -11.601 -2.424  0.13
H -0.586 -8.810 -1.315  0.13
H 0.730 -9.988 -1.698  0.13
H 0.402 -10.180 1.805  0.09
H -0.170 -8.746 0.982  0.09
H 1.371 -9.503 0.564  0.08
H -2.672 -10.633 -0.958  0.06
H -2.946 -11.564 -2.189  0.06
C 8.126 -0.159 2.812  -0.07
C 8.014 1.018 1.815  -0.43
C 8.382 2.423 2.320  -0.21
O 7.500 2.875 3.321  -0.16
C 7.935 4.080 3.852  -0.14
N 8.918 0.735 0.721  0.02
H 7.900 -1.082 2.276  0.07
H 7.468 -0.131 3.680  0.07
H 9.105 -0.231 3.284  0.07
H 6.977 1.031 1.482  0.14
H 8.239 3.088 1.468  0.13
H 9.427 2.268 2.589  0.13
H 8.941 4.243 4.236  0.09
H 7.376 4.283 4.765  0.09
H 7.782 4.809 3.055  0.09
H 8.700 -0.134 0.256  0.07
H 9.868 0.582 1.027  0.07
C -6.930 3.895 3.108  -0.06
C -6.191 3.155 4.207  -0.42
C -7.140 2.451 5.197  -0.23
O -7.991 3.407 5.785  -0.18
C -9.256 2.874 6.169  -0.11
N -5.322 2.125 3.577  0.03
H -6.208 4.309 2.404  0.08
H -7.675 4.607 3.465  0.08
H -7.511 3.162 2.549  0.07
H -5.543 3.820 4.776  0.14
H -6.568 1.774 5.833  0.12
H -7.794 1.826 4.589  0.11
H -9.217 1.897 6.650  0.08
H -9.971 2.781 5.351  0.08
H -9.701 3.581 6.869  0.08
H -5.737 1.438 2.964  0.07
H -4.800 1.605 4.268  0.06
C -8.079 2.746 -2.952  -0.07
C -7.893 4.109 -3.633  -0.44
C -8.947 5.126 -3.182  -0.21
O -10.240 4.787 -3.664  -0.20
C -11.324 5.569 -3.053  -0.07
N -6.551 4.496 -3.357  0.02
H -9.064 2.346 -3.194  0.07
H -7.832 2.737 -1.891  0.08
H -7.386 2.003 -3.347  0.07
H -7.864 3.952 -4.711  0.13
H -8.704 6.141 -3.498  0.12
H -9.003 5.144 -2.094  0.12
H -11.315 5.182 -2.034  0.08
H -12.330 5.321 -3.391  0.08
H -11.165 6.647 -3.008  0.08
H -6.046 3.989 -2.643  0.07
H -6.579 5.354 -2.826  0.06
C 1.801 4.611 5.755  -0.08
C 1.060 5.449 6.812  -0.39
C -0.265 6.127 6.209  -0.16
O 0.022 7.053 5.141  -0.19
C -1.148 7.487 4.551  -0.15
N 0.665 4.513 7.909  0.01
H 1.936 5.188 4.840  0.07
H 1.232 3.771 5.357  0.08
H 2.818 4.337 6.037  0.07
H 1.789 6.131 7.249  0.13
H -0.785 6.663 7.003  0.11
H -0.878 5.292 5.870  0.12
H -1.661 6.765 3.916  0.09
H -0.910 8.351 3.931  0.09
H -1.796 7.944 5.299  0.08
H 1.528 4.035 8.124  0.06
H 0.495 4.994 8.781  0.06
C 5.400 -4.150 -7.723  -0.06
C 5.966 -3.783 -6.335  -0.46
C 4.962 -4.240 -5.279  -0.18
O 3.678 -3.594 -5.492  -0.17
C 2.923 -3.488 -4.326  -0.15
N 7.322 -4.220 -6.211  0.04
H 6.042 -3.839 -8.548  0.07
H 4.497 -3.620 -8.028  0.07
H 5.265 -5.231 -7.755  0.08
H 6.078 -2.699 -6.305  0.14
H 5.383 -3.863 -4.347  0.11
H 4.892 -5.324 -5.185  0.13
H 3.383 -2.886 -3.543  0.08
H 2.520 -4.415 -3.917  0.09
H 2.032 -2.886 -4.508  0.08
H 7.359 -5.224 -6.316  0.07
H 7.659 -4.126 -5.264  0.07
C 0.140 2.921 0.036  -0.08
C -0.241 1.439 -0.163  -0.39
C 0.071 0.430 1.018  -0.19
O -0.349 -0.855 0.585  -0.19
C -0.244 -1.797 1.634  -0.12
N -1.711 1.496 -0.375  0.02
H 1.172 2.892 0.386  0.07
H -0.392 3.361 0.879  0.07
H -0.043 3.558 -0.830  0.08
H 0.143 1.203 -1.155  0.13
H -0.338 0.735 1.981  0.13
H 1.157 0.388 1.105  0.12
H -0.629 -2.752 1.274  0.09
H -0.794 -1.537 2.538  0.09
H 0.794 -1.995 1.903  0.08
H -1.917 0.531 -0.590  0.05
H -2.101 1.592 0.552  0.06
C -7.785 -3.536 1.979  -0.06
C -6.328 -3.958 2.166  -0.49
C -6.224 -5.476 2.126  -0.16
O -4.939 -5.958 2.706  -0.20
C -4.804 -7.373 2.717  -0.13
N -5.547 -3.365 1.162  0.03
H -7.853 -2.454 2.089  0.08
H -8.416 -4.017 2.727  0.07
H -8.158 -3.806 0.991  0.08
H -5.962 -3.640 3.142  0.14
H -6.251 -5.760 1.074  0.13
H -7.053 -5.811 2.749  0.12
H -4.006 -7.657 3.403  0.08
H -4.573 -7.821 1.751  0.08
H -5.727 -7.805 3.104  0.08
H -4.587 -3.663 1.252  0.07
H -5.733 -3.651 0.212  0.08
C -1.519 -1.497 8.997  -0.11
C -2.575 -0.813 8.162  -0.31
O -1.849 0.004 7.262  -0.10
H -1.995 -2.114 9.759  0.07
H -0.877 -0.860 9.604  0.08
H -0.903 -2.226 8.471  0.08
H -3.124 -0.172 8.852  0.11
H -3.185 -1.470 7.543  0.12
H -1.283 0.535 7.827  0.07
C 4.583 2.100 -4.090  -0.09
C 5.902 2.863 -3.755  -0.31
O 7.015 1.997 -3.965  -0.07
H 3.620 2.581 -3.916  0.06
H 4.572 1.171 -3.518  0.06
H 4.629 1.777 -5.130  0.07
H 5.811 3.206 -2.724  0.10
H 6.009 3.786 -4.325  0.10
H 7.169 1.689 -3.069  0.08
C 4.436 7.942 0.112  -0.09
C 3.209 8.348 -0.627  -0.37
O 3.201 9.662 -1.084  -0.07
H 4.647 8.668 0.897  0.08
H 5.309 7.809 -0.528  0.08
H 4.291 7.034 0.697  0.07
H 2.337 8.278 0.023  0.11
H 2.937 7.659 -1.426  0.11
H 2.448 9.843 -1.651  0.09
C -2.007 0.632 -8.171  -0.09
C -2.568 1.294 -6.922  -0.34
O -2.828 2.657 -7.189  -0.08
H -1.438 1.368 -8.739  0.07
H -2.736 0.359 -8.934  0.07
H -1.428 -0.228 -7.836  0.07
H -1.805 1.297 -6.144  0.10
H -3.415 0.771 -6.478  0.11
H -3.371 2.899 -6.435  0.08
C -3.815 -3.785 -4.787  -0.10
C -5.174 -3.940 -5.418  -0.38
O -6.119 -3.823 -4.426  -0.06
H -3.688 -4.571 -4.043  0.07
H -3.734 -2.841 -4.249  0.07
H -3.006 -3.840 -5.515  0.07
H -5.220 -4.945 -5.839  0.11
H -5.183 -3.241 -6.254  0.11
H -6.923 -3.397 -4.730  0.09